Below is 13 unconnected molecules or ions with the total composition C30H90N4O13, with properties calculated with ωB97M-V/def2-TZVPD.

Geometry as XYZ:
```
137
Properties=species:S:1:pos:R:3
H -0.75 -1.05 -6.81
C 7.14 -3.57 3.12
O 5.28 2.54 -2.69
H 7.91 -3.47 3.88
H 9.32 -3.72 1.27
H -1.30 -5.09 0.11
H -4.48 0.80 0.46
H -2.08 0.85 1.31
H -4.06 2.11 -0.25
H 4.82 0.29 2.93
H -0.87 -2.16 3.47
H -1.04 -0.28 -5.35
H 3.01 2.75 -0.21
H -0.27 1.30 -0.33
H 0.36 3.28 4.96
C -5.04 4.14 -1.61
H 1.53 0.34 0.73
C 0.72 -1.36 4.73
H 0.73 1.66 4.55
H 2.67 2.72 5.91
H -4.77 5.15 -1.96
H 2.51 4.29 2.04
O -4.17 3.90 -0.50
C 0.57 2.31 5.42
H 0.57 -2.86 0.65
C 2.35 -3.05 1.89
H 2.47 -1.87 -0.39
C -1.06 0.48 1.48
H 6.98 -4.63 2.92
C -1.84 0.48 -3.52
O 1.70 3.90 2.38
H -7.52 2.46 -1.40
H 4.76 1.24 -1.13
H 3.51 1.53 -2.35
H -2.12 -6.12 -1.12
C 3.69 3.15 -0.98
H 1.59 3.80 7.47
H -1.12 0.00 -2.85
O -2.86 -4.23 -0.91
H 9.35 -2.16 1.03
C -0.35 -2.37 4.41
C 0.58 -2.58 -6.11
H -1.85 2.31 3.27
H -0.87 0.47 2.55
H -1.98 4.02 2.98
H -0.32 2.48 0.99
H -4.03 -1.55 -2.27
H 2.00 1.21 6.57
H -2.85 -5.75 0.50
C -1.98 -3.39 -1.64
H 7.57 -0.88 2.90
H -2.19 3.69 0.07
C -6.43 4.37 -1.05
H -1.91 -4.86 -3.67
H 1.05 -1.93 -2.19
H -1.10 -4.00 -1.87
C -2.48 3.17 3.48
C -2.62 -3.09 -3.03
C -2.26 -5.37 -0.33
H 1.44 -3.11 -6.55
C 4.32 2.00 -1.79
O 1.25 1.21 1.06
H 1.92 -3.61 2.73
H -0.07 -0.63 -2.08
H -1.86 -2.47 -3.53
H 1.49 -0.36 -2.88
H -6.63 2.61 0.18
O 2.00 -1.32 0.25
C -2.02 -0.20 -4.87
C 0.66 -1.07 -2.76
H -1.10 -0.48 0.97
H 6.23 -3.13 3.53
N -7.26 5.12 -1.98
H -1.81 -2.46 -1.09
H -4.33 -2.13 -3.93
H -2.99 0.49 -1.93
H 0.93 -1.56 1.88
N 9.02 -2.85 1.70
H -4.66 -3.13 -2.50
C -7.20 3.13 -0.59
H -7.05 6.11 -2.05
H 0.88 -0.45 -6.49
H 3.09 3.73 -1.67
H 2.04 -2.02 -4.60
H 0.50 -1.47 -7.93
H -4.58 2.71 3.61
H 6.14 2.55 -2.25
H -2.62 0.48 -5.47
O 1.46 -1.86 5.83
C 7.17 -1.33 1.99
H 0.96 -3.30 -4.07
H 1.37 -1.11 3.88
H 6.06 0.84 1.78
N -0.56 -3.52 -6.19
H -1.33 -3.12 -5.65
H -4.92 3.35 -2.35
H 4.48 3.67 -0.43
H 0.31 -0.35 4.84
H -4.47 4.23 1.41
C -0.14 1.44 0.74
H -2.59 5.22 -0.71
H -1.40 1.47 -3.71
H -2.52 -1.17 -4.80
H 7.12 -3.25 0.96
H 1.57 3.10 1.85
C -2.79 4.14 -0.71
C 0.99 -2.36 -4.64
H 2.89 -3.83 1.34
N -2.80 -4.36 -3.78
H -2.48 3.33 4.55
O 0.16 -1.39 -4.04
H -3.87 2.31 2.06
H 0.03 -3.40 4.46
O -3.80 1.17 -0.11
H 3.03 -2.32 2.32
H -1.07 -2.41 5.23
C 0.31 -1.30 -6.87
O -4.31 4.31 2.37
C 1.77 2.25 6.31
H -8.14 3.49 -0.17
H -2.52 3.79 -1.72
O 1.51 2.85 7.61
H -0.31 1.89 5.90
H -0.27 -4.29 -5.59
H -3.46 -4.89 -3.22
O 5.78 -1.21 1.94
H 4.51 0.21 1.18
C -3.87 3.06 2.85
C 7.55 -2.80 1.85
H -6.35 4.92 -0.10
O -3.10 0.60 -2.88
C 1.33 -2.24 1.13
H 2.11 -1.20 6.08
C -3.96 -2.41 -2.94
C 5.27 0.11 1.96
H -8.23 5.08 -1.70
H 7.65 -0.86 1.11
```

The value obtained for the largest force on an atom is 1.7 eV Å⁻¹. The HOMO-LUMO gap is 9.57 eV. Its multiplicity is 1. As for the energy above the lowest of the compared OMol25 structures with the same formula, charge and spin: 150.4 kJ/mol. As for the total energy: -2393.9294 hartree.

Results of the Löwdin charge analysis, in e, for atoms 1 through 2: 0.0597 -0.0571